# 1
{
  "formula": "C45H62N5OPSTi",
  "method": "ωB97M-V with the def2-TZVPD basis set",
  "species": ["Ti", "N", "C", "S", "N", "N", "C", "C", "C", "C", "C", "C", "C", "C", "C", "C", "C", "C", "N", "H", "H", "H", "H", "H", "H", "H", "H", "H", "H", "H", "C", "C", "C", "C", "C", "C", "C", "C", "C", "C", "C", "C", "C", "C", "C", "C", "C", "C", "C", "C", "C", "P", "C", "C", "C", "C", "C", "C", "C", "C", "H", "H", "H", "H", "H", "H", "H", "H", "H", "H", "H", "H", "H", "H", "H", "H", "H", "H", "H", "H", "H", "H", "H", "H", "H", "H", "H", "H", "H", "H", "H", "H", "H", "H", "H", "H", "H", "H", "H", "H", "H", "H", "H", "H", "H", "N", "C", "O", "C", "C", "H", "H", "H", "H", "H", "H"],
  "positions_angstrom": [[-0.8781, -0.1990, -0.3427], [-3.1004, 1.1756, 3.0063], [-2.6402, 0.9929, 1.7670], [-1.0277, 1.5765, 1.3565], [-3.3944, 0.3653, 0.8906], [-2.7540, 0.5461, -0.3400], [-3.2677, 1.2795, -1.2614], [-4.6701, 1.6974, -1.3204], [-5.0230, 3.0207, -1.5936], [-6.3582, 3.3837, -1.6411], [-7.3434, 2.4275, -1.4340], [-6.9973, 1.1105, -1.1593], [-5.6649, 0.7459, -1.0865], [-2.2457, 1.7027, -2.2419], [-2.5100, 2.4158, -3.3960], [-1.4438, 2.9074, -4.1392], [-0.1523, 2.6747, -3.7007], [0.0360, 1.8983, -2.5684], [-0.9811, 1.4054, -1.8632], [-2.5599, 1.6949, 3.6753], [-4.0685, 0.9787, 3.2063], [-4.2581, 3.7751, -1.7313], [-6.6303, 4.4122, -1.8357], [-8.3862, 2.7117, -1.4819], [-7.7682, 0.3698, -0.9955], [-5.3896, -0.2749, -0.8566], [-3.5318, 2.5885, -3.7006], [-1.6260, 3.4761, -5.0414], [0.7036, 3.0733, -4.2270], [1.0270, 1.6620, -2.2045], [0.8515, 5.0242, 1.3283], [2.0732, 4.2846, 0.7856], [3.3656, 5.0001, 1.1895], [2.1268, 2.8351, 1.2197], [2.5023, 1.8435, 0.3194], [2.6350, 0.5053, 0.6861], [3.4680, -0.4124, -0.2145], [3.7115, 0.1751, -1.6061], [4.8720, -0.6412, 0.3893], [2.2298, 0.1170, 1.9901], [2.0121, 1.1257, 2.9471], [1.9498, 2.4565, 2.5372], [1.9898, 0.8792, 4.4468], [0.8799, 1.6501, 5.1759], [3.3441, 1.2855, 5.0456], [2.3027, -1.3394, 2.3762], [3.4447, -1.6921, 3.0991], [3.7782, -2.9979, 3.4087], [2.9615, -4.0168, 2.9585], [1.7870, -3.6916, 2.3031], [1.3941, -2.3758, 2.0324], [-0.4078, -2.1944, 1.6012], [-1.0776, -3.7575, 0.7458], [-0.1482, -4.0648, -0.4424], [-2.5133, -3.3987, 0.2698], [-1.2725, -5.0762, 1.5210], [-1.1860, -2.1551, 3.3202], [-0.7367, -0.8560, 3.9992], [-0.7016, -3.2967, 4.2263], [-2.7146, -2.2291, 3.2272], [0.8171, 6.0376, 0.9268], [0.8916, 5.1104, 2.4160], [-0.0790, 4.5187, 1.0647], [2.0135, 4.2890, -0.3087], [3.4686, 5.0135, 2.2769], [3.3612, 6.0334, 0.8405], [4.2437, 4.5014, 0.7766], [2.8071, 2.1638, -0.6702], [2.9675, -1.3813, -0.3002], [2.8058, 0.4930, -2.1223], [4.3713, 1.0422, -1.5462], [4.2437, -0.5501, -2.2292], [5.2334, 0.2664, 0.8768], [5.5812, -0.8928, -0.4009], [4.8932, -1.4507, 1.1088], [1.7624, 3.2180, 3.2856], [1.8631, -0.1870, 4.6258], [1.1776, 2.6841, 5.3588], [0.6800, 1.1995, 6.1488], [-0.0520, 1.6713, 4.6103], [3.5350, 2.3460, 4.8703], [4.1752, 0.7258, 4.6171], [3.3443, 1.1187, 6.1239], [4.1182, -0.8971, 3.3890], [4.6802, -3.2109, 3.9675], [3.2045, -5.0538, 3.1487], [1.1347, -4.4999, 2.0342], [-0.6662, -4.7192, -1.1475], [0.7541, -4.5802, -0.1157], [0.1766, -3.1745, -0.9766], [-2.7178, -2.3316, 0.1631], [-3.2526, -3.7751, 0.9709], [-2.7158, -3.8791, -0.6894], [-0.3844, -5.4981, 1.9779], [-1.6353, -5.8107, 0.7964], [-2.0388, -4.9899, 2.2869], [0.1762, -1.0312, 4.5620], [-1.5004, -0.5328, 4.7081], [-0.5470, -0.0391, 3.3072], [0.3815, -3.3079, 4.3347], [-1.0378, -4.2806, 3.9167], [-1.1218, -3.1086, 5.2183], [-3.1421, -1.5170, 2.5234], [-3.1201, -2.0162, 4.2189], [-3.0556, -3.2262, 2.9558], [1.6915, -1.6453, -3.1956], [0.6192, -1.2346, -2.5699], [0.7012, -0.7716, -1.3823], [-0.7357, -1.2941, -3.1829], [-1.7229, -1.3010, -2.0234], [2.5986, -1.5824, -2.7546], [1.6252, -2.0347, -4.1229], [-0.8202, -2.1600, -3.8451], [-0.8456, -0.4080, -3.8163], [-1.7965, -2.3184, -1.6471], [-2.7183, -1.0015, -2.3381]],
  "forces_ev_per_a": [[0.48, 0.18, 0.46], [0.01, 0.05, -0.04], [-0.02, 0.00, 0.11], [-0.07, -0.18, -0.07], [0.13, -0.08, -0.20], [-0.59, 0.20, -0.15], [0.02, -0.12, -0.24], [0.00, 0.14, 0.17], [0.02, 0.03, 0.02], [0.00, -0.01, 0.00], [-0.01, 0.01, 0.00], [0.00, 0.00, 0.00], [0.00, 0.00, -0.02], [-0.01, -0.01, 0.05], [0.00, 0.02, -0.05], [-0.04, 0.00, -0.01], [0.04, 0.00, 0.02], [0.00, 0.01, -0.02], [-0.02, 0.01, -0.05], [0.01, -0.02, 0.02], [0.01, -0.02, 0.00], [0.00, -0.01, 0.00], [0.00, -0.01, 0.00], [0.01, -0.01, 0.00], [0.01, 0.01, 0.00], [0.00, 0.00, 0.00], [0.00, 0.00, 0.01], [0.00, 0.00, 0.00], [0.00, -0.01, 0.00], [0.02, 0.00, 0.01], [0.01, 0.01, 0.02], [-0.01, -0.01, -0.01], [0.01, 0.01, 0.02], [-0.03, 0.01, 0.00], [0.03, 0.02, 0.00], [-0.01, -0.01, 0.05], [-0.03, 0.03, -0.01], [0.00, 0.03, -0.04], [-0.04, 0.03, 0.03], [0.04, -0.03, -0.06], [0.01, 0.03, -0.02], [-0.04, 0.00, 0.02], [0.01, 0.00, 0.01], [0.01, -0.01, 0.00], [0.00, 0.02, 0.02], [-0.03, 0.04, 0.02], [0.05, 0.03, -0.09], [0.02, -0.01, -0.01], [-0.02, -0.03, 0.00], [0.04, 0.03, -0.01], [-0.02, -0.04, 0.06], [0.15, -0.04, -0.06], [0.01, -0.04, -0.01], [0.00, -0.01, 0.02], [-0.04, -0.01, 0.03], [-0.03, 0.02, 0.01], [0.05, -0.01, 0.02], [-0.01, 0.00, 0.00], [-0.03, 0.02, 0.05], [0.00, 0.02, 0.00], [0.00, -0.01, 0.00], [0.00, -0.01, -0.01], [0.00, -0.02, -0.01], [0.00, 0.00, 0.00], [0.00, 0.00, -0.01], [0.00, -0.01, 0.00], [-0.01, 0.00, 0.00], [-0.03, 0.00, 0.03], [-0.01, -0.03, -0.02], [-0.02, 0.00, -0.01], [0.00, -0.02, 0.00], [0.00, -0.01, 0.00], [-0.01, 0.01, -0.03], [-0.02, -0.03, 0.02], [-0.03, -0.03, 0.10], [0.01, -0.01, -0.02], [0.02, 0.03, 0.00], [-0.01, -0.01, -0.01], [0.02, 0.01, 0.00], [0.00, -0.02, -0.01], [0.00, -0.01, 0.00], [-0.01, 0.03, 0.01], [0.00, -0.01, 0.00], [0.00, -0.02, -0.03], [-0.01, 0.00, -0.01], [0.00, 0.01, -0.01], [-0.09, -0.08, -0.02], [0.01, 0.00, 0.01], [0.00, 0.01, 0.01], [-0.01, 0.06, -0.02], [-0.01, -0.02, 0.03], [0.00, 0.00, 0.01], [0.00, -0.01, 0.01], [0.09, 0.00, -0.02], [0.00, 0.01, 0.01], [0.02, 0.00, 0.01], [-0.04, -0.01, -0.05], [0.00, -0.03, 0.03], [-0.02, 0.01, -0.01], [-0.03, 0.01, 0.01], [0.01, -0.02, -0.02], [-0.01, -0.01, -0.01], [0.00, 0.00, -0.02], [-0.01, 0.01, -0.02], [0.01, 0.02, 0.01], [-0.01, -0.10, -0.02], [-0.02, 0.01, 0.13], [0.07, -0.05, -0.19], [0.01, -0.02, 0.01], [-0.01, 0.04, 0.06], [0.02, 0.03, 0.01], [0.01, -0.02, 0.00], [-0.01, 0.00, -0.01], [0.00, 0.01, 0.00], [0.05, 0.03, 0.01], [-0.01, 0.00, -0.02]],
  "lumo_energy_ev": -6.580,
  "gap_ha": 0.2384,
  "homo_energy_ev": -13.1,
  "charge": 2
}

---

# 2
{
  "formula": "C17H20Cl3MnN4O",
  "method": "ωB97M-V with the def2-TZVPD basis set",
  "species": ["Mn", "C", "C", "N", "C", "C", "C", "C", "C", "C", "C", "N", "C", "C", "N", "N", "H", "H", "H", "H", "H", "H", "H", "H", "H", "H", "H", "H", "H", "H", "H", "H", "H", "H", "Cl", "C", "C", "C", "Cl", "C", "O", "C", "Cl", "C", "H", "H"],
  "positions_angstrom": [[-0.0631, -0.0934, 0.2041], [-0.8703, 1.0314, 2.8184], [-1.4921, 1.8722, 1.7323], [-1.7993, 1.0042, 0.5504], [-2.0894, 1.8669, -0.6239], [-0.7689, 2.3200, -1.1945], [-0.5900, 3.3991, -2.0285], [0.6825, 3.6418, -2.5414], [1.7346, 2.7886, -2.2285], [1.4929, 1.7227, -1.3876], [2.4887, 0.6583, -1.0297], [1.9960, -0.0105, 0.2030], [2.3534, 0.8042, 1.4086], [1.5810, 0.2811, 2.5931], [0.1415, 0.1167, 2.2029], [0.2695, 1.5227, -0.8604], [-1.6218, 0.4156, 3.3131], [-0.4122, 1.6612, 3.5795], [-0.7949, 2.6400, 1.3937], [-2.3962, 2.3735, 2.0803], [-2.6251, 0.4464, 0.7646], [-2.7157, 2.7138, -0.3385], [-2.6394, 1.2936, -1.3722], [-1.4250, 4.0402, -2.2785], [0.8511, 4.4903, -3.1921], [2.7237, 2.9489, -2.6364], [3.4897, 1.0694, -0.8883], [2.5454, -0.0756, -1.8366], [2.4265, -0.9298, 0.2905], [2.0826, 1.8398, 1.1960], [3.4295, 0.7698, 1.5845], [1.6740, 0.9471, 3.4496], [1.9523, -0.6983, 2.8956], [-0.1086, -0.8275, 2.4895], [-1.9492, -6.3082, -2.6470], [-1.4132, -5.0695, -1.6695], [-1.4225, -3.7363, -2.1929], [-0.9806, -2.7443, -1.3877], [-0.9409, -1.0661, -1.9078], [-0.5135, -2.9601, -0.0586], [-0.0877, -1.9948, 0.6671], [-0.5224, -4.3185, 0.4312], [0.0319, -4.5943, 2.0086], [-0.9634, -5.3407, -0.3640], [-1.7745, -3.5548, -3.2004], [-0.9667, -6.3568, 0.0086]],
  "forces_ev_per_a": [[0.06, 0.08, 0.13], [-0.01, 0.02, 0.05], [-0.01, 0.00, -0.01], [0.03, -0.01, 0.01], [0.06, 0.08, -0.05], [-0.05, -0.13, 0.10], [0.01, 0.05, -0.03], [-0.01, -0.03, 0.03], [0.00, 0.01, 0.00], [0.03, 0.05, -0.04], [0.03, -0.02, 0.01], [0.01, 0.08, -0.03], [0.00, -0.03, -0.05], [-0.04, -0.02, 0.04], [0.09, -0.12, -0.03], [-0.16, 0.03, -0.07], [0.00, 0.01, 0.01], [0.01, -0.01, 0.01], [0.00, 0.00, 0.00], [0.00, 0.00, 0.01], [-0.02, 0.01, -0.02], [-0.01, 0.00, -0.01], [0.00, -0.02, 0.00], [0.01, 0.01, -0.01], [-0.01, 0.00, 0.00], [0.00, 0.00, 0.00], [0.01, -0.02, 0.01], [-0.01, 0.00, 0.00], [0.01, 0.00, -0.01], [0.00, 0.00, -0.01], [0.00, -0.01, 0.01], [0.00, 0.00, 0.00], [0.03, 0.01, 0.00], [-0.01, -0.01, -0.01], [-0.02, -0.04, -0.03], [0.02, 0.05, 0.03], [-0.01, 0.02, -0.03], [0.00, 0.06, 0.00], [0.09, -0.20, 0.03], [0.06, 0.07, 0.00], [-0.17, 0.07, -0.03], [0.01, -0.06, 0.07], [-0.02, 0.01, -0.04], [0.00, 0.03, 0.00], [0.00, -0.03, 0.00], [-0.01, -0.01, -0.03]],
  "s2": 3.796,
  "lumo_energy_ev": [-10.630, -12.182],
  "gap_ha": [0.2720, 0.2408],
  "homo_energy_ev": [-18.0, -18.7],
  "spin_multiplicity": 4,
  "charge": 3
}

---

# 3
{
  "formula": "CH4N2O2",
  "method": "ωB97M-V with the def2-TZVPD basis set",
  "species": ["C", "N", "N", "O", "O", "H", "H", "H", "H"],
  "positions_angstrom": [[0.6849, -0.5378, 0.1628], [1.1388, 0.5825, -0.4571], [-1.5452, 0.0066, 0.1890], [-1.7307, 0.9853, -0.4457], [-2.3294, -0.6417, 0.8222], [0.6060, -1.5803, -0.3360], [0.7253, -0.6700, 1.2896], [1.3472, 1.2969, 0.2229], [1.1031, 0.5586, -1.4476]],
  "forces_ev_per_a": [[-1.95, -1.05, 0.37], [-0.32, -2.97, 2.51], [3.76, -2.35, 0.75], [-0.77, 1.88, -1.08], [-1.21, -0.24, 0.41], [0.09, 2.29, 0.38], [0.15, 0.72, -1.62], [0.04, 0.72, -1.17], [0.21, 0.99, -0.54]],
  "lumo_energy_ev": [0.303, 0.304],
  "gap_ha": [0.3035, 0.3036],
  "homo_energy_ev": [-8.0, -8.0]
}